C36H38O10PRb | the ωB97M-V functional and the def2-TZVPD basis

Values from the calculation:
**HOMO energy**: -1.132 eV
**Max |F|**: 0.01898 hartree/bohr
**Charge**: -2
**E**: -68368.811 eV

Last column: Löwdin charge in e.
Geometry (Å):
Rb  0.107  1.390  1.604  0.949
C  -0.928  -2.998  0.019  -0.200
C  -0.844  -3.410  1.476  -0.225
O  -0.722  -2.265  2.260  -0.110
C  -0.975  -2.481  3.634  -0.189
C  -1.114  -1.142  4.327  -0.156
O  -1.982  -0.245  3.642  -0.128
C  -3.300  -0.656  3.465  -0.213
C  -3.931  0.241  2.420  -0.174
O  -3.340  0.159  1.135  -0.118
C  -3.839  -0.793  0.230  -0.178
C  -3.128  -2.129  0.252  -0.196
O  -1.818  -1.933  -0.217  -0.105
H  -1.205  -3.886  -0.568  0.128
H  0.045  -2.645  -0.318  0.036
H  0.019  -4.084  1.592  0.122
H  -1.734  -3.983  1.776  0.112
H  -0.147  -3.020  4.112  0.134
H  -1.875  -3.104  3.741  0.109
H  -0.140  -0.642  4.370  0.090
H  -1.468  -1.321  5.352  0.130
H  -3.874  -0.566  4.401  0.129
H  -3.361  -1.701  3.145  0.104
H  -3.797  1.277  2.736  0.123
H  -5.007  0.019  2.365  0.121
H  -3.696  -0.365  -0.764  0.135
H  -4.914  -0.962  0.388  0.121
H  -3.674  -2.831  -0.397  0.128
H  -3.131  -2.539  1.265  0.102
O  2.574  3.409  4.678  -0.058
C  2.215  2.538  3.870  -0.652
O  2.177  2.615  2.598  -0.250
C  1.727  1.117  4.474  -0.628
O  1.618  0.994  5.705  -0.049
O  1.468  0.212  3.599  -0.254
C  -4.452  3.770  0.412  -0.030
C  -2.940  3.581  0.270  -0.402
O  -2.350  3.091  1.214  0.006
C  -2.295  4.029  -0.977  -0.098
C  -2.946  4.966  -1.792  -0.089
C  -2.366  5.522  -2.914  -0.151
C  -1.051  5.130  -3.241  -0.135
C  -0.383  4.195  -2.497  -0.045
C  -0.975  3.543  -1.345  -0.394
O  -0.379  2.619  -0.739  -0.192
H  -4.775  3.201  1.280  0.065
H  -4.986  3.432  -0.479  0.076
H  -4.693  4.825  0.573  0.073
H  -3.942  5.297  -1.516  0.089
H  -2.891  6.263  -3.504  0.069
H  -0.559  5.584  -4.097  0.085
H  0.637  3.912  -2.739  0.101
C  4.342  -4.958  -1.581  -0.114
C  3.600  -4.806  -0.426  -0.095
C  2.848  -3.649  -0.230  -0.093
C  2.833  -2.632  -1.175  -0.352
C  3.585  -2.798  -2.334  -0.094
C  4.333  -3.949  -2.538  -0.093
P  1.838  -1.122  -0.774  1.135
C  1.094  -0.746  -2.408  -0.353
C  0.789  0.568  -2.768  -0.076
C  0.071  0.828  -3.929  -0.067
C  -0.353  -0.214  -4.743  -0.104
C  -0.074  -1.527  -4.382  -0.106
C  0.637  -1.789  -3.220  -0.114
C  3.177  0.105  -0.570  -0.361
C  3.932  0.650  -1.609  -0.108
C  4.972  1.517  -1.323  -0.100
C  5.262  1.854  0.001  -0.085
C  4.506  1.331  1.036  -0.057
C  3.467  0.451  0.749  -0.092
H  4.927  -5.855  -1.739  0.091
H  3.605  -5.585  0.328  0.096
H  2.269  -3.522  0.680  0.096
H  3.579  -2.019  -3.087  0.103
H  4.916  -4.060  -3.445  0.094
H  1.047  1.386  -2.103  0.091
H  -0.191  1.851  -4.174  0.095
H  -0.919  -0.005  -5.643  0.090
H  -0.421  -2.349  -4.998  0.090
H  0.839  -2.817  -2.939  0.098
H  3.696  0.415  -2.641  0.095
H  5.549  1.951  -2.133  0.090
H  6.055  2.561  0.217  0.095
H  4.668  1.639  2.061  0.114
H  2.860  0.061  1.561  0.079

Cartesian forces, eV/Å:
-0.65 -0.20 -0.16
-0.20 -0.06 -0.01
0.11 0.01 0.03
-0.03 -0.01 0.15
0.11 0.07 -0.14
-0.15 0.16 0.08
0.31 0.00 0.05
0.05 -0.06 -0.09
-0.01 0.00 -0.18
-0.03 -0.01 0.12
-0.02 0.12 0.05
0.09 0.03 0.05
0.04 -0.05 -0.05
-0.04 -0.08 -0.10
-0.16 -0.06 0.07
0.03 -0.05 0.04
-0.04 -0.07 0.03
0.05 -0.03 0.00
-0.06 -0.04 -0.03
-0.02 -0.03 -0.08
-0.06 0.01 0.05
-0.05 0.01 0.05
-0.02 -0.09 -0.01
0.02 0.02 -0.05
-0.04 0.02 -0.05
-0.05 0.03 -0.03
-0.05 0.02 0.03
-0.01 -0.05 -0.05
-0.01 0.02 0.02
-0.02 -0.20 -0.28
0.01 -0.09 -0.15
0.40 0.27 0.85
0.07 -0.14 -0.24
-0.03 -0.07 -0.33
0.37 0.23 0.62
0.00 0.04 -0.11
-0.01 0.10 -0.16
0.05 -0.06 0.09
0.01 -0.07 0.03
0.05 -0.03 0.00
0.11 -0.05 0.02
-0.12 -0.03 0.08
-0.03 -0.02 0.00
-0.04 -0.05 0.18
-0.01 0.31 -0.48
0.00 0.00 0.00
0.00 0.03 0.04
0.00 -0.05 -0.01
-0.02 -0.01 0.01
0.00 0.00 -0.01
0.02 -0.01 0.00
-0.05 -0.01 0.00
0.05 0.00 -0.09
-0.15 0.09 0.17
0.02 -0.15 0.16
-0.15 0.07 0.09
0.16 -0.08 -0.21
-0.02 0.12 -0.06
0.27 0.27 -0.08
0.02 -0.17 -0.08
-0.03 -0.02 0.12
-0.03 -0.03 0.01
0.04 -0.04 0.06
-0.01 0.08 0.01
0.05 0.04 -0.01
0.02 -0.08 0.11
0.07 0.07 -0.07
0.03 0.03 0.08
-0.07 -0.03 -0.07
0.01 0.07 -0.04
-0.13 -0.07 -0.05
0.01 0.00 -0.01
-0.02 0.04 0.00
0.05 -0.02 -0.01
0.02 -0.01 0.00
-0.02 0.02 0.01
-0.02 0.01 -0.07
0.04 0.00 0.04
-0.01 0.00 -0.01
0.01 0.00 0.00
0.00 0.02 -0.02
-0.01 -0.01 0.02
-0.01 -0.01 0.02
0.00 -0.01 -0.02
-0.05 -0.02 -0.06
0.01 0.11 0.13